{
  "formula": "C9H18Br2N",
  "method": "ωB97M-V/def2-TZVPD",
  "species": ["C", "C", "C", "C", "C", "C", "Br", "C", "C", "Br", "C", "N", "H", "H", "H", "H", "H", "H", "H", "H", "H", "H", "H", "H", "H", "H", "H", "H", "H", "H"],
  "coordinates": [[2.908, -1.863, 0.275], [3.066, -0.401, -0.448], [1.991, 0.738, 0.035], [0.796, 0.564, -1.121], [-0.567, 1.272, -0.524], [-1.968, 0.612, -1.063], [-1.633, -0.182, -2.912], [-2.536, -0.625, -0.151], [-3.909, -0.231, 0.715], [-3.089, -2.166, -1.357], [-0.183, 1.217, 1.069], [1.189, 0.550, 1.303], [3.094, -1.854, 1.433], [3.744, -2.568, -0.202], [1.877, -2.399, 0.004], [2.857, -0.581, -1.610], [4.189, -0.042, -0.359], [2.483, 1.822, -0.049], [0.551, -0.594, -0.979], [1.083, 0.933, -2.201], [-0.537, 2.330, -1.065], [-2.803, 1.443, -1.252], [-1.701, -1.073, 0.549], [-4.881, -0.588, 0.153], [-3.835, -0.831, 1.730], [-3.950, 0.919, 0.995], [-0.895, 0.661, 1.823], [-0.040, 2.333, 1.459], [0.975, -0.406, 1.661], [1.725, 1.009, 2.090]],
  "charge": 1,
  "lumo_ev": -3.4088,
  "homo_ev": -11.76,
  "spin_multiplicity": 1
}